Record 1
The following is a DFT calculation (ωB97M-V/def2-TZVPD) of C52H46N8Si2V as an isolated structure at a distorted geometry.

Values from the calculation:
charge	-2
frontier orbital gap (spin up / spin down)	4.416 / 4.444	eV
spin multiplicity	2
expectation value of S²	0.774
calculated total energy	-108037.846	eV
HOMO level (spin up / spin down)	-0.0998 / -0.0972	eV

Geometry as XYZ:
```
109
C52H46N8Si2V (ωB97M-V/def2-TZVPD)
V -0.070 -0.125 0.267
C -2.093 0.626 3.955
C -1.113 0.788 4.943
C 0.197 0.685 4.588
C 0.568 0.411 3.237
N -0.408 0.272 2.294
C -1.674 0.374 2.669
N 1.867 0.317 3.001
C 2.390 -0.128 1.861
N 1.739 -0.547 0.742
C 2.656 -1.096 -0.117
N 2.442 -1.804 -1.213
C 1.230 -2.059 -1.696
C 1.161 -3.052 -2.714
C -0.036 -3.431 -3.246
C -1.191 -2.789 -2.775
C -1.054 -1.805 -1.825
N 0.096 -1.425 -1.272
C 3.972 -0.962 0.438
C 5.234 -1.322 -0.011
C 6.316 -1.085 0.815
C 6.146 -0.516 2.082
C 4.896 -0.152 2.540
C 3.800 -0.354 1.708
H -3.145 0.687 4.182
H -1.404 0.990 5.966
H 0.996 0.792 5.303
H -2.426 0.254 1.894
H 2.095 -3.491 -3.037
H -0.101 -4.197 -4.008
H -2.165 -3.036 -3.169
H -1.928 -1.267 -1.488
H 5.357 -1.769 -0.986
H 7.312 -1.355 0.488
H 7.016 -0.375 2.716
H 4.754 0.259 3.529
C 0.717 3.270 1.941
C -0.666 2.977 1.439
C -1.713 3.754 1.913
C -2.992 3.522 1.416
C -3.158 2.587 0.433
C -2.044 1.838 -0.037
N -0.827 2.021 0.533
N -2.107 0.967 -1.036
Si -3.174 1.093 -2.346
C -4.907 0.278 -2.081
C -2.400 0.273 -3.884
C -3.578 2.900 -2.897
H 0.950 4.318 1.740
H 1.444 2.636 1.441
H 0.783 3.102 3.017
H -1.528 4.511 2.660
H -3.835 4.093 1.788
H -4.127 2.379 0.004
H -4.797 -0.741 -1.723
H -5.492 0.238 -2.995
H -5.491 0.822 -1.344
H -2.959 -0.606 -4.187
H -1.380 -0.030 -3.680
H -2.375 0.956 -4.728
H -3.704 3.554 -2.038
H -4.486 2.973 -3.494
H -2.762 3.306 -3.488
N -3.313 -4.952 4.806
C -2.782 -4.318 3.999
C -2.138 -3.553 3.022
C -0.740 -3.454 2.991
C -0.121 -2.644 2.063
C -0.830 -1.866 1.134
C -2.220 -2.070 1.124
C -2.870 -2.860 2.049
H -0.156 -4.006 3.716
H 0.964 -2.582 2.080
H -2.838 -1.553 0.391
H -3.953 -2.925 2.049
C 0.520 6.359 -1.114
C -0.512 5.456 -1.308
C -0.244 4.114 -1.495
C 1.058 3.613 -1.475
C 2.080 4.543 -1.294
C 1.824 5.891 -1.118
Si 1.341 1.691 -1.631
C 1.103 1.471 -3.536
C 1.510 0.296 -4.170
C 1.352 0.112 -5.531
C 0.780 1.107 -6.307
C 0.348 2.273 -5.696
C 0.505 2.444 -4.333
C 3.285 1.718 -1.519
C 4.132 1.400 -2.576
C 5.509 1.450 -2.450
C 6.087 1.841 -1.255
C 5.269 2.177 -0.191
C 3.896 2.099 -0.324
H 0.318 7.412 -0.954
H -1.539 5.800 -1.310
H -1.065 3.430 -1.651
H 3.109 4.212 -1.298
H 2.649 6.580 -0.976
H 1.972 -0.479 -3.577
H 1.680 -0.811 -5.986
H 0.686 0.990 -7.380
H -0.113 3.056 -6.290
H 0.180 3.370 -3.878
H 3.709 1.133 -3.533
H 6.138 1.192 -3.293
H 7.163 1.877 -1.155
H 5.701 2.491 0.749
H 3.279 2.367 0.520
```

Record 2
The following is a DFT calculation (ωB97M-V/def2-TZVPD) of C52H47AsFN5O3SSn as an isolated structure at a distorted geometry.

Values from the calculation:
frontier orbital gap	2.611	eV
calculated total energy	-148499.382	eV
HOMO level	-4.7192	eV

Geometry as XYZ:
```
111
C52H47AsFN5O3SSn (ωB97M-V/def2-TZVPD)
Sn -0.152 -0.129 -0.252
F 2.783 -6.550 -0.039
C 2.307 -6.016 -1.214
C 1.651 -4.815 -1.111
C 1.171 -4.169 -2.254
C 0.532 -2.871 -2.112
O 0.604 -2.287 -1.013
C -0.110 -2.402 -3.304
C 0.109 -3.043 -4.475
N 0.885 -4.159 -4.620
C 1.230 -4.617 -5.928
C 2.678 -4.591 -6.331
C 1.715 -3.612 -6.928
C 1.350 -4.798 -3.500
C 1.993 -6.034 -3.572
C 2.515 -6.662 -2.432
N 3.173 -7.910 -2.600
C 4.254 -7.993 -3.542
C 5.588 -7.552 -2.911
N 5.870 -8.406 -1.723
C 4.747 -8.346 -0.747
C 3.443 -8.741 -1.464
C -1.014 -1.171 -3.405
O -1.667 -1.063 -4.434
O -0.993 -0.342 -2.456
H 1.504 -4.339 -0.157
H -0.372 -2.654 -5.361
H 0.616 -5.438 -6.287
H 3.061 -5.404 -6.928
H 3.381 -4.209 -5.607
H 1.403 -3.724 -7.955
H 1.795 -2.586 -6.603
H 2.062 -6.535 -4.520
H 4.053 -7.370 -4.410
H 4.340 -9.033 -3.876
H 5.504 -6.516 -2.579
H 6.409 -7.638 -3.624
H 6.739 -8.104 -1.270
H 5.987 -9.378 -2.036
H 4.681 -7.322 -0.379
H 4.949 -9.012 0.092
H 2.618 -8.690 -0.759
H 3.524 -9.779 -1.811
C 3.792 -2.872 0.628
C 3.528 -3.306 1.919
C 2.689 -2.542 2.709
C 2.147 -1.369 2.185
N 2.400 -0.968 0.947
C 3.188 -1.704 0.189
C 1.274 -0.514 3.006
C 1.559 -0.280 4.350
C 0.683 0.504 5.083
C -0.429 1.032 4.454
C -0.612 0.768 3.105
N 0.217 0.016 2.407
H 4.442 -3.425 -0.034
H 3.963 -4.218 2.303
H 2.429 -2.864 3.704
H 3.355 -1.334 -0.816
H 2.450 -0.686 4.807
H 0.864 0.690 6.131
H -1.135 1.643 4.991
H -1.458 1.161 2.564
S -0.181 3.233 1.267
C -1.705 4.008 0.977
C -2.189 4.963 1.875
C -3.386 5.607 1.641
C -4.136 5.304 0.515
C -3.677 4.336 -0.366
C -2.472 3.684 -0.156
As -1.787 2.242 -1.283
C -3.462 1.516 -1.932
C -3.718 1.223 -3.263
C -4.870 0.540 -3.613
C -5.770 0.139 -2.641
C -5.509 0.405 -1.305
C -4.357 1.083 -0.958
C -1.084 3.232 -2.814
C -1.053 4.620 -2.914
C -0.422 5.229 -3.988
C 0.191 4.465 -4.966
C 0.166 3.082 -4.875
C -0.462 2.475 -3.804
H -1.604 5.185 2.756
H -3.743 6.351 2.343
H -5.079 5.806 0.341
H -4.273 4.068 -1.233
H -3.002 1.501 -4.026
H -5.062 0.310 -4.652
H -6.670 -0.391 -2.917
H -6.200 0.078 -0.540
H -4.129 1.273 0.091
H -1.519 5.229 -2.148
H -0.404 6.309 -4.072
H 0.685 4.945 -5.802
H 0.658 2.479 -5.627
H -0.482 1.397 -3.723
C -2.055 -1.284 0.555
C -1.762 -2.708 0.707
C -1.055 -3.201 1.808
C -0.724 -4.536 1.913
C -1.101 -5.433 0.926
C -1.831 -4.970 -0.157
C -2.156 -3.633 -0.264
H -2.323 -0.821 1.506
H -2.833 -1.117 -0.188
H -0.751 -2.510 2.583
H -0.163 -4.887 2.770
H -0.833 -6.478 1.004
H -2.145 -5.665 -0.926
H -2.724 -3.283 -1.115
```

Record 3
The following is a DFT calculation (ωB97M-V/def2-TZVPD) of C52H47F9NO2PtSb3 as an isolated structure at a distorted geometry.

Values from the calculation:
ΔE to the lowest compared entry with this formula, charge and spin	50.1	kcal per mole
charge	+2
frontier orbital gap (spin up / spin down)	4.272 / 4.723	eV
spin multiplicity	5
expectation value of S²	6.041
calculated total energy	-107564.233	eV
HOMO level (spin up / spin down)	-11.5600 / -13.0329	eV

Geometry as XYZ:
```
115
C52H47F9NO2PtSb3 (ωB97M-V/def2-TZVPD)
Pt 11.689 -12.762 14.065
N 16.393 -9.902 15.652
C 16.301 -9.739 14.287
O 17.229 -10.134 13.525
C 14.977 -9.115 13.840
C 14.418 -9.636 12.481
H 17.279 -10.120 16.076
H 15.753 -9.454 16.321
H 15.153 -8.034 13.752
H 14.094 -9.211 14.525
H 14.424 -10.717 12.535
H 13.396 -9.330 12.404
C 15.256 -13.193 14.808
C 14.979 -14.321 15.826
C 14.270 -13.944 17.075
Sb 12.095 -13.690 16.482
C 12.145 -12.110 18.105
C 11.548 -12.223 19.382
C 11.338 -11.054 20.151
C 11.763 -9.837 19.705
C 12.517 -9.713 18.526
C 12.610 -10.836 17.686
C 11.130 -15.587 17.252
C 11.869 -16.755 17.146
C 11.346 -18.007 17.620
C 10.040 -18.015 18.132
C 9.300 -16.847 18.194
C 9.862 -15.617 17.796
Sb 14.025 -13.445 12.942
C 14.843 -15.499 12.798
C 13.972 -16.514 12.377
C 14.422 -17.836 12.160
C 15.807 -18.047 12.152
C 16.692 -17.032 12.555
C 16.185 -15.790 12.979
C 10.867 -14.300 13.133
C 10.245 -14.089 11.867
C 10.120 -15.204 11.070
C 10.298 -16.468 11.621
C 10.466 -16.655 12.990
C 10.822 -15.539 13.747
H 16.284 -13.083 14.485
H 14.946 -12.244 15.265
H 15.962 -14.704 16.180
H 14.529 -15.212 15.295
H 14.704 -12.995 17.468
H 14.257 -14.749 17.831
H 11.251 -13.203 19.765
H 10.908 -11.156 21.176
H 11.597 -8.960 20.318
H 12.895 -8.763 18.200
H 13.082 -10.742 16.667
H 12.898 -16.631 16.777
H 11.892 -18.970 17.603
H 9.652 -18.910 18.594
H 8.323 -16.888 18.675
H 9.314 -14.644 17.862
H 12.936 -16.275 12.244
H 13.681 -18.613 11.963
H 16.164 -19.010 11.835
H 17.767 -17.186 12.517
H 16.709 -15.019 13.521
H 10.008 -13.081 11.507
H 9.811 -15.093 10.039
H 10.153 -17.277 10.912
H 10.245 -17.572 13.519
H 11.083 -15.642 14.803
C 16.893 -15.924 7.868
C 17.652 -14.846 7.465
C 17.686 -13.651 8.199
C 16.881 -13.484 9.324
C 16.024 -14.535 9.680
C 16.092 -15.771 9.029
Sb 16.910 -11.929 10.898
C 15.744 -10.236 10.281
C 15.549 -10.194 8.936
C 14.826 -9.171 8.276
C 14.078 -8.221 9.010
C 14.154 -8.263 10.409
C 15.095 -9.171 11.174
C 18.870 -11.309 10.104
C 19.872 -11.357 11.077
C 21.162 -10.916 10.746
C 21.490 -10.505 9.478
C 20.501 -10.593 8.479
C 19.178 -10.913 8.801
H 16.886 -16.818 7.265
H 18.256 -15.014 6.593
H 18.387 -12.911 7.963
H 15.339 -14.315 10.458
H 15.532 -16.574 9.510
H 15.967 -10.959 8.285
H 14.821 -9.306 7.204
H 13.418 -7.515 8.551
H 13.486 -7.649 11.016
H 15.929 -8.584 11.587
H 19.651 -11.654 12.153
H 21.885 -10.935 11.595
H 22.496 -10.183 9.235
H 20.810 -10.421 7.387
H 18.365 -10.829 8.058
F 9.581 -12.005 16.010
C 9.244 -11.220 14.869
F 8.912 -12.131 13.908
F 8.097 -10.643 15.200
C 10.524 -10.274 14.452
O 11.674 -10.927 14.762
C 10.450 -9.771 12.875
F 10.851 -10.761 12.033
F 11.272 -8.687 12.560
F 9.254 -9.426 12.517
C 10.457 -8.974 15.290
F 9.626 -7.949 14.818
F 11.723 -8.446 15.281
F 10.120 -9.185 16.579
```

Record 4
The following is a DFT calculation (ωB97M-V/def2-TZVPD) of C52H47N4OP2S3SeSiTa as an isolated structure at a distorted geometry.

Values from the calculation:
frontier orbital gap	7.325	eV
calculated total energy	-188554.974	eV
HOMO level	-7.5779	eV

Geometry as XYZ:
```
112
C52H47N4OP2S3SeSiTa (ωB97M-V/def2-TZVPD)
Ta -0.511 17.721 11.716
S -3.165 15.146 12.545
P -3.631 16.269 11.002
C -2.298 17.338 10.661
P -1.904 17.827 9.066
S -0.247 18.899 9.430
C -3.193 18.909 8.322
C -3.079 19.756 7.234
C -4.216 20.272 6.600
C -5.520 19.936 7.042
C -5.622 19.117 8.148
C -4.479 18.626 8.763
C -1.547 16.547 7.847
C -0.522 15.653 8.160
C -0.219 14.591 7.287
C -0.930 14.430 6.111
C -1.906 15.350 5.789
C -2.248 16.374 6.636
C -4.052 15.311 9.549
C -3.221 14.204 9.353
C -3.456 13.324 8.319
C -4.525 13.596 7.434
C -5.350 14.673 7.662
C -5.099 15.539 8.684
C -5.249 17.093 11.426
C -6.377 16.354 11.442
C -7.572 16.785 12.164
C -7.510 17.784 13.072
C -6.256 18.576 13.252
C -5.313 18.476 12.043
H -2.116 20.056 6.791
H -4.067 20.883 5.713
H -6.398 20.383 6.592
H -6.631 18.835 8.522
H -4.600 18.020 9.643
H 0.069 15.859 9.048
H 0.588 13.888 7.551
H -0.710 13.630 5.417
H -2.386 15.322 4.838
H -3.003 17.072 6.330
H -2.380 14.042 10.049
H -2.801 12.486 8.174
H -4.666 12.915 6.593
H -6.174 14.872 6.984
H -5.696 16.380 8.809
H -6.330 15.338 11.064
H -8.445 16.151 12.111
H -8.369 18.015 13.693
H -5.907 18.443 14.296
H -4.332 18.899 12.203
C -3.498 17.888 14.516
Si -1.737 17.969 14.960
C -1.851 19.498 16.102
C -1.141 16.392 15.826
N -0.571 18.322 13.670
C 0.606 18.871 14.214
C 1.004 18.963 15.553
C 2.052 19.745 15.991
C 2.795 20.490 15.088
C 2.484 20.405 13.730
C 1.480 19.551 13.361
O 1.123 19.317 12.056
C 2.039 19.774 11.043
C 3.021 18.929 10.591
C 3.804 19.378 9.549
C 3.648 20.675 9.045
C 2.668 21.515 9.603
C 1.835 21.050 10.597
H -3.964 17.530 15.420
H -3.863 17.241 13.705
H -3.810 18.894 14.346
H -2.554 19.266 16.935
H -2.239 20.365 15.518
H -0.941 19.902 16.526
H -1.497 16.293 16.867
H -0.015 16.340 15.826
H -1.480 15.523 15.237
H 0.442 18.425 16.323
H 2.307 19.802 17.029
H 3.575 21.171 15.433
H 2.954 21.008 12.986
H 3.090 17.945 10.988
H 4.532 18.679 9.111
H 4.277 21.018 8.264
H 2.487 22.485 9.205
H 1.094 21.697 11.018
N -3.559 23.016 14.561
C -2.645 23.041 15.642
C -3.083 22.997 16.992
C -2.152 22.914 18.009
C -0.811 22.819 17.733
C -0.389 22.775 16.407
C -1.295 22.938 15.338
S -0.893 22.848 13.624
N -2.187 21.916 13.042
C -3.338 22.170 13.474
C -4.499 21.509 12.844
C -5.513 20.975 13.551
C -6.535 20.076 12.876
C -6.058 19.704 11.450
C -5.281 20.756 10.780
N -4.522 21.549 11.436
H -4.549 23.115 14.801
H -4.165 23.021 17.206
H -2.432 22.892 19.062
H -0.063 22.627 18.499
H 0.677 22.655 16.194
H -5.490 21.098 14.618
H -7.575 20.340 12.987
H -6.877 19.324 10.770
H -5.303 20.908 9.712
Se 1.113 15.991 11.865
```